1.
Formula: C31H61N2O11P2S
Source: the Open Molecules 2025 dataset
Level of theory: wB97M-V/def2-TZVPD

Geometry as XYZ:
```
108
Properties=species:S:1:pos:R:3:forces:R:3
C -1.965 5.466 2.815 -0.365 0.343 -1.482
C -1.841 4.181 1.750 -0.845 1.133 1.199
C -2.492 2.899 2.536 1.054 -0.331 0.804
C -2.826 4.571 0.491 -0.926 -0.838 0.215
C -0.255 4.057 1.384 -0.160 -0.065 0.343
C 0.216 2.671 0.663 1.736 0.085 -0.525
C 0.434 1.395 1.717 -0.566 -0.098 -1.363
C -0.677 2.198 -0.626 0.039 0.176 -0.344
C 1.750 2.968 0.063 3.864 0.711 -1.438
C 2.774 4.099 0.723 1.457 -2.191 -3.083
C 4.309 4.315 0.110 -1.467 -2.200 -1.552
C 4.896 3.431 -1.144 -4.480 -1.087 0.605
O 6.253 3.536 -1.719 -2.004 -1.238 3.505
C 7.149 2.854 -0.733 1.042 -0.218 0.141
C 7.229 1.227 -0.935 1.407 -0.084 0.984
O 6.117 0.506 -0.235 0.875 -1.620 -1.681
C 6.309 -0.953 -0.351 0.574 0.048 0.476
C 4.876 -1.758 -0.054 0.733 0.271 2.043
S 3.919 -1.982 -1.651 -0.608 -0.360 -0.475
N 3.600 -3.705 -1.974 -0.485 1.878 -0.233
O 2.362 -1.262 -1.510 -0.220 -2.199 4.097
C 1.716 -1.629 -0.239 -3.636 -0.412 6.695
N 1.115 -1.813 0.909 5.539 1.517 -10.534
C 3.883 2.325 -1.821 -1.295 2.013 3.280
C 2.350 2.106 -1.216 2.575 2.156 1.114
H -2.153 6.422 2.128 0.620 -1.858 1.689
H -0.994 5.635 3.443 -2.026 -0.438 -0.949
H -2.944 5.319 3.438 2.077 0.349 -0.898
H -1.722 2.548 3.378 -1.607 0.704 -1.766
H -2.638 1.988 1.816 0.069 1.703 1.377
H -3.489 3.158 3.140 2.092 -0.475 -1.735
H -2.271 4.851 -0.500 -0.995 -0.499 1.948
H -3.518 3.615 0.313 1.505 2.106 0.008
H -3.588 5.439 0.788 1.847 -1.837 -0.640
H 0.032 4.998 0.736 -0.584 -1.953 1.071
H 0.378 4.160 2.390 -1.450 -0.337 -2.080
H -0.525 0.705 1.584 2.047 1.444 0.751
H 0.618 1.736 2.822 -0.392 -0.714 -2.212
H 1.349 0.789 1.286 -1.809 1.223 1.177
H -0.541 3.001 -1.499 -0.253 -1.923 1.843
H -1.824 2.111 -0.417 2.228 0.236 -0.086
H -0.322 1.120 -0.989 -0.690 2.410 0.720
H 2.444 4.777 1.645 0.835 -1.698 -2.368
H 5.044 5.136 0.566 -1.937 -1.977 -1.001
H 8.251 3.273 -0.917 -2.488 -0.958 0.203
H 6.849 3.131 0.382 0.518 -0.769 -2.449
H 8.217 0.875 -0.366 -1.860 0.877 -1.222
H 7.357 0.873 -2.047 -0.615 0.915 1.994
H 6.790 -1.271 -1.377 -1.034 0.648 1.854
H 7.063 -1.278 0.517 -1.730 0.370 -1.821
H 5.061 -2.819 0.460 -0.535 2.267 -1.381
H 4.286 -1.058 0.700 0.819 -1.485 -1.727
H 2.549 -3.806 -2.092 1.413 0.053 0.338
H 4.019 -3.859 -2.928 -0.563 0.280 0.996
H 4.251 1.655 -2.727 -0.844 1.673 2.073
H 1.708 1.271 -1.773 1.441 2.220 1.423
O 1.969 -6.330 -5.792 -2.121 -3.028 -2.601
P 2.377 -6.299 -7.285 5.810 7.011 2.275
O 4.009 -6.338 -6.990 -0.185 -1.024 0.058
C 4.571 -7.422 -6.272 0.488 -0.159 0.218
C 4.926 -8.564 -7.202 0.090 -0.170 -0.030
O 2.237 -4.647 -7.446 -0.957 -0.841 -0.783
C 1.314 -3.937 -6.630 -0.113 0.029 0.212
C 2.004 -3.395 -5.386 0.230 0.386 0.124
O 2.833 -6.264 -8.954 -3.308 -1.726 1.161
C 2.847 -7.456 -9.716 0.329 -0.413 -0.773
C 1.707 -8.405 -9.413 -0.210 0.209 -0.211
H 3.904 -7.767 -5.478 -0.040 0.104 -0.018
H 5.485 -7.052 -5.796 -0.100 0.096 -0.050
H 4.022 -9.036 -7.591 -0.022 -0.086 -0.008
H 5.500 -9.331 -6.673 -0.067 0.065 -0.047
H 5.515 -8.210 -8.053 -0.016 -0.012 0.183
H 0.455 -4.566 -6.373 0.233 0.104 0.104
H 0.926 -3.098 -7.218 0.175 -0.146 -0.057
H 2.628 -4.144 -4.897 -0.171 -0.310 -0.110
H 1.269 -3.026 -4.666 -0.052 0.038 -0.042
H 2.671 -2.567 -5.653 -0.129 -0.028 -0.034
H 3.814 -7.946 -9.596 -0.001 -0.079 0.116
H 2.784 -7.156 -10.767 -0.012 0.122 0.136
H 1.697 -8.703 -8.361 0.132 -0.121 0.184
H 1.791 -9.307 -10.025 -0.044 0.072 0.141
H 0.744 -7.929 -9.623 0.101 -0.052 -0.036
O -6.523 1.180 8.090 -2.460 3.295 2.149
P -6.764 2.467 7.263 5.092 -4.373 -6.808
O -7.316 1.671 5.915 -0.988 0.090 0.511
C -8.457 0.835 6.007 -0.230 -0.392 -0.312
C -9.731 1.630 5.801 -0.192 0.015 -0.024
O -5.180 2.628 6.771 -0.776 1.235 0.846
C -4.134 2.131 7.594 0.294 -0.420 0.175
C -3.743 0.721 7.173 0.174 -0.066 -0.219
O -7.032 3.904 6.338 -0.508 0.163 3.762
C -8.223 4.649 6.503 -0.457 0.557 -0.382
C -8.708 4.742 7.934 0.212 0.236 0.065
H -8.488 0.301 6.960 0.120 0.024 -0.026
H -8.370 0.087 5.213 0.132 0.079 0.073
H -9.908 2.295 6.648 -0.080 0.028 0.051
H -10.594 0.963 5.716 0.074 0.057 0.022
H -9.670 2.244 4.898 0.009 -0.155 0.065
H -4.416 2.172 8.651 0.008 -0.145 -0.201
H -3.270 2.793 7.473 -0.202 0.076 -0.113
H -4.609 0.076 7.026 -0.063 0.125 0.226
H -3.088 0.263 7.918 -0.028 0.039 -0.050
H -3.211 0.745 6.216 -0.008 0.056 0.130
H -8.994 4.239 5.849 -0.086 -0.108 0.063
H -8.016 5.659 6.137 0.118 -0.107 0.007
H -8.891 3.754 8.365 -0.136 -0.179 -0.022
H -9.638 5.315 7.984 0.086 -0.114 0.055
H -7.960 5.236 8.562 -0.081 -0.004 -0.081
```
Positions in Å, forces in eV/Å.

Values from the calculation:
E_HOMO: -10.26 eV
Net charge: +1

2.
Formula: C31H62AsGe2O4SSbTl
Source: the Open Molecules 2025 dataset
Level of theory: wB97M-V/def2-TZVPD

Geometry as XYZ:
```
103
Properties=species:S:1:pos:R:3:forces:R:3
Tl -1.504 0.222 0.408 -0.184 -0.158 -0.348
C -0.114 3.485 1.710 -1.282 0.324 -1.074
C 1.077 4.231 1.165 0.427 0.786 -0.839
Ge 2.416 2.866 0.688 -0.185 0.381 0.150
C 3.915 3.341 -0.391 -1.123 1.878 0.272
C 4.835 4.184 0.518 0.278 1.672 -1.287
C 3.009 2.133 2.381 -0.837 -0.424 -0.316
C 2.716 1.000 3.037 1.292 0.835 0.219
Ge 2.235 -0.788 2.445 -0.130 1.055 -0.374
C 3.722 -1.758 1.788 0.381 -0.299 -1.089
C 4.895 -2.222 2.643 -0.413 -0.337 0.164
C 0.900 -1.636 3.483 -0.780 -0.416 0.542
C 1.334 -2.804 4.371 1.702 0.922 -1.187
C 3.267 0.948 4.425 0.132 -0.725 0.538
C 2.360 0.880 5.494 0.048 0.382 -0.554
C 2.853 0.755 6.785 -0.234 0.183 -0.052
C 4.214 0.616 7.020 0.777 -0.513 0.637
C 5.140 0.703 5.978 -1.413 -0.017 -1.167
C 4.653 0.886 4.667 -0.285 0.149 0.290
H -0.815 4.138 2.217 -0.089 0.203 0.169
H 0.139 2.697 2.388 0.285 -0.585 0.479
H -0.677 3.053 0.860 0.215 0.024 0.463
H 1.487 4.908 1.922 0.214 -0.227 -0.008
H 0.804 4.919 0.310 0.263 -0.948 0.738
H 3.503 3.976 -1.197 0.389 -0.337 0.158
H 4.362 2.492 -0.826 0.641 -0.991 -0.347
H 4.664 5.304 0.385 0.081 -1.449 0.093
H 5.853 4.002 0.206 0.397 0.103 0.088
H 4.790 4.010 1.573 -0.140 -0.377 0.580
H 3.535 2.904 2.954 -0.147 -0.152 0.027
H 4.122 -1.078 1.032 -0.004 0.040 0.016
H 3.276 -2.553 1.155 0.231 0.026 0.543
H 5.495 -1.369 2.965 0.052 -0.235 -0.034
H 5.467 -2.903 2.025 0.511 0.097 -0.047
H 4.615 -2.810 3.517 -0.140 0.175 0.127
H 0.110 -1.974 2.819 -0.056 -0.055 -0.438
H 0.422 -0.895 4.104 -0.183 0.431 0.224
H 2.074 -3.420 3.838 -0.313 -0.098 0.270
H 0.487 -3.365 4.608 -1.165 -1.096 0.626
H 1.813 -2.416 5.256 0.131 -0.061 0.446
H 1.291 1.025 5.230 0.709 -0.253 0.615
H 2.192 0.802 7.636 -0.187 -0.208 0.041
H 4.542 0.353 8.048 -0.141 0.511 -0.822
H 6.193 0.573 6.081 0.504 0.031 0.484
H 5.333 1.006 3.812 -0.226 -0.211 0.449
O 3.116 0.027 -0.705 -0.384 0.152 0.385
S 1.712 0.189 -0.465 -0.820 -0.497 -1.483
O 1.254 -0.501 0.841 0.427 0.353 0.305
O 1.352 1.685 -0.308 0.238 -0.290 0.746
O 0.769 -0.300 -1.452 0.418 0.172 0.359
C -4.609 2.367 -1.123 -0.547 0.689 1.005
C -4.027 2.588 -2.495 0.329 0.176 -0.196
C -5.110 2.901 -3.502 0.377 0.642 -1.161
Sb -2.659 0.966 -2.779 0.888 0.074 -0.350
C -3.786 -0.440 -3.906 -1.434 -1.006 -0.534
C -5.095 -0.809 -3.115 1.415 0.467 0.361
C -4.086 -0.211 -5.395 -0.701 0.943 0.542
C -1.209 1.860 -4.214 0.190 -0.705 0.352
C -1.843 2.564 -5.396 0.899 0.002 -0.582
C -0.283 2.750 -3.401 -0.998 1.424 -0.969
H -5.285 3.214 -0.838 0.555 -0.541 -0.105
H -3.796 2.299 -0.376 -0.536 -0.027 -0.089
H -5.235 1.462 -1.078 0.304 0.158 0.033
H -3.300 3.418 -2.482 -0.399 0.000 0.156
H -5.863 2.130 -3.627 0.057 -0.254 0.034
H -4.666 3.126 -4.502 -0.433 -0.215 0.635
H -5.653 3.803 -3.190 0.109 -0.081 -0.010
H -3.194 -1.347 -3.923 0.364 -0.116 0.273
H -5.670 0.107 -2.987 -0.340 -0.224 0.122
H -4.765 -1.174 -2.119 -0.516 0.159 -0.345
H -5.706 -1.584 -3.593 0.228 0.201 -0.075
H -4.655 0.731 -5.619 0.458 -0.842 0.250
H -4.683 -1.066 -5.715 -0.036 0.083 -0.281
H -3.162 -0.200 -5.943 0.355 0.049 -0.488
H -0.633 1.010 -4.587 -0.121 -0.192 0.050
H -2.179 3.567 -5.171 -0.212 0.233 0.196
H -2.650 1.980 -5.774 -0.802 -0.211 -0.343
H -1.134 2.645 -6.250 -0.168 0.067 0.583
H -0.915 3.579 -3.065 0.168 0.226 0.246
H 0.513 3.235 -3.987 -0.120 -0.406 -0.034
H 0.120 2.297 -2.541 0.654 -0.771 0.977
C -0.992 -2.529 -3.095 -0.275 -0.230 -1.095
C -2.023 -3.282 -2.198 0.719 -0.076 -0.816
As -1.692 -2.841 -0.352 0.468 0.127 0.313
C 0.069 -3.743 -0.026 -0.720 -0.019 -0.481
C 0.235 -5.157 -0.611 0.257 0.373 0.850
C -3.012 -3.925 0.605 -0.578 -0.989 0.271
C -2.637 -5.426 0.850 -0.379 1.269 0.061
H -1.345 -2.504 -4.155 0.282 -0.252 0.688
H 0.028 -2.963 -3.112 -0.689 -0.162 0.217
H -0.814 -1.484 -2.844 -0.296 0.031 0.402
H -1.985 -4.357 -2.411 0.258 0.079 0.280
H -3.069 -3.049 -2.396 0.041 0.525 -0.144
H 0.197 -3.721 1.073 0.167 -0.107 -0.530
H 0.855 -3.156 -0.506 -0.344 0.602 0.323
H -0.080 -5.858 0.142 -0.191 -0.592 -0.040
H 1.305 -5.266 -0.709 0.322 -0.441 -0.321
H -0.241 -5.385 -1.568 0.000 0.313 0.177
H -4.015 -3.864 0.115 0.874 0.142 0.023
H -3.163 -3.454 1.589 0.116 -0.100 -0.268
H -2.330 -5.979 -0.028 -0.247 0.011 -0.273
H -3.468 -5.909 1.350 -0.166 -0.262 -0.070
H -1.811 -5.439 1.536 0.511 -0.169 0.404
```
Positions in Å, forces in eV/Å.

Values from the calculation:
E_HOMO: -10.42 eV
Net charge: +1

Number 1: energy -88023.5855 eV, gap between HOMO and LUMO 5.11 eV. Number 2: energy -237273.5207 eV, gap between HOMO and LUMO 8.08 eV.